The molecule C8H8INS2. Source: the OMol25 dataset; level of theory: ωB97M-V with the def2-TZVPD basis set.

The calculation puts the HOMO-LUMO gap at 9.35 eV. The calculation puts the total energy at -1458.32469 Ha. Its HOMO energy is -0.336 Eh. The structure (SMILES) is C[C@@H](c1cscn1)[C@@H](S)C#CI. The calculation puts the energy above the lowest of the compared OMol25 structures with the same formula, charge and spin at 200.7 kJ/mol.

Bonds (Å) are listed after each position.
Positions of all 20 atoms, in Å:
1 C 2.19339 -0.03027 -0.53878  C2 1.517, H13 1.088, H14 1.041, H15 1.035
2 C 0.87117 -0.21472 0.18162  C1 1.517, C3 1.513, C8 1.634, H16 1.144
3 C 0.02426 1.02784 0.01789  C2 1.513, C4 1.331, N7 1.338
4 C -0.51578 1.56057 1.11134  C3 1.331, S5 1.673, H17 1.031
5 S -1.46552 2.90328 0.80235  C4 1.673, C6 1.734
6 C -1.15796 2.56911 -0.87123  S5 1.734, N7 1.268, H18 1.116
7 N -0.40868 1.57757 -1.12228  C3 1.338, C6 1.268
8 C 0.17589 -1.66738 -0.09517  C2 1.634, S9 2.000, C10 1.490, H19 1.045
9 S 1.46132 -2.96002 0.72855  C8 2.000, H20 1.343
10 C -1.27711 -1.47973 0.17724  C8 1.490, C11 1.219
11 C -2.43784 -1.11453 0.10134  C10 1.219, I12 2.041
12 I -4.37102 -0.48524 -0.07952  C11 2.041
13 H 2.81379 -0.92090 -0.46092  C1 1.088
14 H 2.60234 0.72530 0.04889  C1 1.041
15 H 2.04829 0.44626 -1.44571  C1 1.035
16 H 0.95588 -0.22005 1.32275  C2 1.144
17 H -0.26186 1.14301 2.01920  C4 1.031
18 H -1.86295 3.12685 -1.53176  C6 1.116
19 H 0.04419 -2.02485 -1.06774  C8 1.045
20 H 0.56820 -3.96210 0.70196  S9 1.343